Entry 1:
123
Properties=species:S:1:pos:R:3 method="wB97M-V/def2-TZVPD" lumo_ev=1.86 charge=-1 fmax_ev_per_a=1.792 e_tot_ev=-62176.9296 e_above_lowest_kj_mol=121.3
C -3.85 -1.80 -3.80
C -5.19 -1.60 -2.99
C -5.21 -2.40 -1.64
C -5.59 -1.46 -0.45
C -4.50 -0.35 -0.22
C -3.55 -0.65 0.98
C -4.13 -0.18 2.35
C -3.87 1.34 2.63
C -2.34 1.65 2.78
C -2.00 2.60 3.96
C -2.42 4.10 3.69
C -1.51 5.04 4.53
C -1.43 6.51 3.96
C -0.93 7.43 5.13
C -0.05 8.64 4.68
In 1.61 8.13 3.27
O 1.64 6.14 2.64
F 1.45 9.38 1.61
H -4.02 -2.41 -4.70
H -3.46 -0.81 -4.09
H -3.11 -2.27 -3.12
H -6.02 -1.88 -3.66
H -5.33 -0.53 -2.75
H -6.00 -3.18 -1.74
H -4.25 -2.92 -1.44
H -5.82 -2.02 0.47
H -6.52 -0.94 -0.75
H -5.02 0.61 -0.01
H -3.92 -0.17 -1.15
H -2.62 -0.06 0.80
H -3.22 -1.71 0.99
H -5.22 -0.35 2.37
H -3.64 -0.73 3.17
H -4.41 1.63 3.56
H -4.30 1.97 1.82
H -1.92 2.00 1.82
H -1.84 0.67 2.99
H -2.38 2.22 4.93
H -0.89 2.61 4.04
H -2.45 4.33 2.61
H -3.45 4.21 4.09
H -0.47 4.69 4.63
H -1.97 5.15 5.54
H -2.48 6.80 3.74
H -0.83 6.57 3.04
H -0.41 6.82 5.89
H -1.85 7.84 5.63
H -0.66 9.47 4.28
H 0.44 9.03 5.61
H 3.21 8.54 4.04
H 2.51 6.02 2.25
C 2.57 -1.67 7.76
O 2.99 -0.34 7.53
C 4.30 -0.24 6.99
C 4.27 0.23 5.54
N 3.71 -0.79 4.66
C 3.39 -0.31 3.31
C 2.33 0.79 3.17
O 1.02 0.37 3.51
C 0.70 0.41 4.89
H 1.64 -1.63 8.33
H 2.39 -2.20 6.83
H 3.31 -2.22 8.36
H 4.85 -1.19 7.07
H 4.83 0.50 7.58
H 5.28 0.47 5.21
H 3.67 1.15 5.52
H 2.86 -1.15 5.07
H 3.05 -1.18 2.74
H 4.32 0.03 2.84
H 2.29 1.06 2.12
H 2.59 1.70 3.71
H 1.22 1.23 5.40
H 0.93 -0.54 5.37
H -0.37 0.57 4.98
C 0.34 -0.36 -8.13
O -0.59 0.20 -9.04
C -0.86 -0.63 -10.17
C -2.28 -1.18 -10.11
N -2.42 -2.16 -9.04
C -3.81 -2.53 -8.75
C -4.75 -1.43 -8.25
O -4.44 -0.95 -6.96
C -3.45 0.07 -6.92
H 0.60 0.41 -7.41
H -0.09 -1.21 -7.59
H 1.26 -0.68 -8.65
H -0.13 -1.44 -10.26
H -0.77 0.00 -11.05
H -2.51 -1.66 -11.06
H -2.95 -0.33 -9.97
H -2.01 -1.79 -8.19
H -3.77 -3.31 -7.99
H -4.24 -2.99 -9.65
H -5.75 -1.88 -8.17
H -4.86 -0.61 -8.96
H -3.47 0.70 -7.81
H -2.46 -0.37 -6.79
H -3.64 0.69 -6.05
C 2.58 -3.18 0.55
O 3.88 -2.87 1.01
C 4.51 -3.94 1.71
C 5.67 -4.51 0.90
N 5.19 -5.22 -0.29
C 6.25 -5.56 -1.24
C 7.01 -4.40 -1.90
O 6.23 -3.62 -2.79
C 5.47 -2.60 -2.18
H 2.13 -2.26 0.19
H 2.61 -3.89 -0.28
H 1.96 -3.58 1.36
H 3.80 -4.73 1.98
H 4.91 -3.52 2.63
H 6.24 -5.20 1.52
H 6.32 -3.67 0.63
H 4.51 -4.65 -0.76
H 5.77 -6.14 -2.04
H 6.97 -6.22 -0.75
H 7.80 -4.85 -2.52
H 7.53 -3.77 -1.18
H 5.96 -2.18 -1.29
H 4.47 -2.96 -1.92
H 5.34 -1.79 -2.90

Entry 2:
108
Properties=species:S:1:pos:R:3 method="wB97M-V/def2-TZVPD" lumo_ev="-1.63 / -2.84" charge=+1 fmax_ev_per_a=3.445 e_tot_ev=-135397.7405 s_squared=2.0050 multiplicity=3 e_above_lowest_kj_mol=0.0
C 1.45 4.42 1.09
C 1.34 3.65 -0.24
N 2.64 3.10 -0.63
C 3.76 3.83 -0.91
C 4.67 2.96 -1.34
N 4.15 1.70 -1.20
C 2.91 1.83 -0.80
C 4.94 0.51 -1.43
H 0.56 5.01 1.28
H 2.31 5.09 1.04
H 1.54 3.69 1.89
H 0.98 4.30 -1.04
H 0.61 2.86 -0.10
H 3.82 4.89 -0.75
H 5.70 3.12 -1.58
H 2.17 1.04 -0.68
H 5.52 0.61 -2.34
H 4.24 -0.30 -1.63
H 5.54 0.29 -0.57
Pd -1.58 -1.04 -1.05
C 0.11 0.29 0.52
O 0.95 0.87 1.32
O -0.99 -0.34 0.94
O 0.32 0.17 -0.80
Cl 0.52 1.22 -6.76
C 0.18 0.64 -5.11
C 1.00 1.33 -4.06
Cl 2.75 1.20 -4.36
H 0.32 -0.43 -5.14
H -0.86 0.88 -4.91
H 0.81 0.79 -3.13
H 0.76 2.38 -3.97
Cl -4.11 3.13 4.37
C -3.35 2.58 2.84
C -1.92 3.08 2.66
Cl -1.77 4.82 2.82
H -4.04 2.85 2.04
H -3.35 1.49 2.86
H -1.61 2.84 1.65
H -1.30 2.58 3.38
Cl 1.76 -2.43 4.37
C 0.47 -1.41 3.72
C -0.91 -2.04 3.82
Cl -1.47 -2.26 5.50
H 0.65 -1.15 2.68
H 0.41 -0.48 4.29
H -0.95 -3.02 3.34
H -1.61 -1.39 3.32
C -4.58 -1.26 0.59
O -3.68 -0.68 0.09
N -5.65 -0.68 1.10
C -6.79 -1.47 1.51
C -5.82 0.74 1.12
H -4.64 -2.35 0.65
H -7.54 -1.54 0.72
H -7.21 -1.06 2.42
H -6.47 -2.49 1.73
H -6.11 1.05 2.12
H -4.90 1.21 0.79
H -6.63 1.05 0.44
C -3.36 1.18 -2.59
O -2.43 0.42 -2.43
N -3.50 2.31 -1.92
C -4.57 3.21 -2.23
C -2.54 2.77 -0.98
H -4.17 1.00 -3.29
H -5.10 2.96 -3.14
H -4.15 4.21 -2.35
H -5.30 3.25 -1.42
H -2.01 3.65 -1.37
H -3.04 3.00 -0.04
H -1.81 1.98 -0.79
C 3.33 -0.90 1.13
O 3.68 -1.76 0.36
N 4.13 -0.20 1.93
C 3.56 0.76 2.89
C 5.52 -0.55 2.08
H 2.28 -0.54 1.20
H 4.03 1.73 2.78
H 3.65 0.39 3.92
H 2.49 0.88 2.69
H 5.85 -1.08 1.18
H 6.15 0.34 2.14
H 5.66 -1.22 2.94
C 0.12 -2.86 -3.43
O -0.43 -2.00 -2.79
N 1.43 -3.15 -3.29
C 2.00 -4.42 -3.74
C 2.24 -2.34 -2.39
H -0.37 -3.47 -4.21
H 2.86 -4.25 -4.40
H 1.25 -5.03 -4.21
H 2.42 -4.94 -2.87
H 2.58 -2.93 -1.55
H 3.09 -1.91 -2.94
H 1.69 -1.48 -2.01
C -1.19 -3.94 0.73
O -1.50 -2.98 0.06
N 0.06 -4.25 1.10
C 0.34 -5.39 1.90
C 1.16 -3.42 0.84
H -1.90 -4.69 1.10
H 1.02 -6.08 1.38
H -0.57 -5.95 2.13
H 0.80 -5.11 2.85
H 0.91 -2.44 0.45
H 1.68 -3.22 1.79
H 1.98 -3.86 0.27

Entry 3:
39
Properties=species:S:1:pos:R:3 method="wB97M-V/def2-TZVPD" lumo_ev="2.73 / 2.72" charge=-1 fmax_ev_per_a=0.731 e_tot_ev=-143257.1584 s_squared=6.0166 multiplicity=5 e_above_lowest_kj_mol=0.0
Fe -0.03 0.12 0.47
C 2.75 -0.28 -0.87
O 2.14 0.17 0.33
H 3.83 -0.09 -0.84
H 2.33 0.21 -1.74
H 2.58 -1.35 -0.94
H 2.25 1.17 0.39
C -0.42 -0.16 2.57
C -1.02 1.13 2.78
C -0.25 2.25 3.18
C -0.78 3.51 3.25
C -2.13 3.74 2.93
C -2.92 2.64 2.55
C -2.39 1.38 2.49
C -2.67 5.05 3.01
N -3.11 6.11 3.08
H -1.09 -1.01 2.61
H 0.52 -0.31 3.10
H 0.80 2.10 3.40
H -0.16 4.35 3.53
H -3.96 2.81 2.31
H -3.01 0.55 2.17
O -3.26 -2.07 -0.23
S -2.21 -1.69 -1.19
N -0.93 -1.12 -0.73
Br -3.44 6.11 -0.93
C -1.67 5.83 -0.29
C -0.96 6.90 0.21
C 0.33 6.69 0.67
C 0.89 5.42 0.64
C 0.15 4.35 0.14
C -1.14 4.55 -0.32
C 0.73 2.96 0.17
O 1.91 2.81 0.53
O -0.06 2.03 -0.16
H -1.40 7.88 0.25
H 0.90 7.52 1.07
H 1.89 5.23 1.00
H -1.71 3.71 -0.68

Entry 4:
10
Properties=species:S:1:pos:R:3 method="wB97M-V/def2-TZVPD" lumo_ev="-1.85 / -1.88" fmax_ev_per_a=6.571 e_tot_ev=-19110.0220 e_above_lowest_kj_mol=559.7
C -0.06 -0.69 -0.79
C 0.23 -0.27 0.65
O -1.48 1.53 -0.54
O -2.34 -0.48 0.60
O 1.56 1.46 0.26
S -1.26 0.27 0.05
H 0.56 -0.36 -1.57
H -0.11 -1.78 -0.89
H 0.72 -0.63 1.45
H 2.18 0.95 0.78

Entry 5:
7
Properties=species:S:1:pos:R:3 method="wB97M-V/def2-TZVPD" lumo_ev=6.55 charge=-2 fmax_ev_per_a=2.332 e_tot_ev=-22108.5953 e_above_lowest_kj_mol=84.5
C 1.73 -0.10 0.13
O 2.33 0.52 -0.68
O -2.56 -0.77 -0.48
O 1.79 -0.72 1.12
O -1.71 1.38 0.44
O -0.17 -0.17 -0.79
S -1.39 -0.14 0.27

Entry 6:
84
Properties=species:S:1:pos:R:3 method="wB97M-V/def2-TZVPD" lumo_ev="-5.49 / -9.75" charge=+2 fmax_ev_per_a=3.214 e_tot_ev=-71068.2395 s_squared=8.7822 multiplicity=6 e_above_lowest_kj_mol=56.9
C 3.16 -2.96 0.06
C 2.82 -2.12 -1.04
C 2.72 -0.77 -0.55
H 2.69 -2.43 -2.07
C 2.98 -0.80 0.87
C 3.26 -2.16 1.24
H 3.52 -2.52 2.22
H 3.33 -4.04 -0.01
H 2.57 0.11 -1.15
H 3.04 0.07 1.53
Ir 1.16 -1.75 0.45
Si -0.41 0.24 0.24
C -1.01 -0.32 -1.45
C -2.36 -0.70 -1.63
H -3.01 -0.74 -0.75
C -2.88 -0.94 -2.90
H -3.94 -1.14 -3.01
C -2.06 -0.88 -4.02
H -2.48 -1.03 -5.02
C -0.71 -0.58 -3.86
H -0.05 -0.53 -4.73
C -0.18 -0.32 -2.59
H 0.89 -0.12 -2.49
C 0.83 1.64 0.33
C 1.22 2.38 -0.79
H 0.85 2.12 -1.79
C 2.06 3.49 -0.64
H 2.27 4.12 -1.51
C 2.62 3.79 0.60
H 3.28 4.65 0.72
C 2.29 3.01 1.71
H 2.71 3.23 2.69
C 1.39 1.96 1.58
H 1.12 1.37 2.46
H 0.27 -0.82 1.52
Si -2.18 2.41 0.21
C -1.45 4.10 0.49
C -1.51 5.11 -0.50
H -2.14 4.97 -1.39
C -0.78 6.29 -0.37
H -0.79 7.03 -1.18
C -0.06 6.55 0.79
H 0.51 7.48 0.90
C -0.11 5.63 1.85
H 0.42 5.84 2.77
C -0.82 4.43 1.71
H -0.87 3.74 2.55
C -2.81 2.42 -1.55
C -1.93 2.72 -2.61
H -0.88 2.94 -2.40
C -2.39 2.73 -3.93
H -1.69 2.90 -4.73
C -3.75 2.51 -4.20
H -4.10 2.53 -5.23
C -4.64 2.27 -3.15
H -5.69 2.11 -3.36
C -4.18 2.24 -1.83
H -4.87 2.07 -1.01
H -3.46 2.41 0.96
Cl -1.89 0.50 1.77
C 1.73 -3.25 4.00
N 2.07 -4.18 2.93
C 3.25 -4.96 3.26
C 0.96 -5.00 2.46
C 0.54 -4.78 1.01
N -0.13 -3.45 0.70
C -0.61 -3.54 -0.71
C -1.24 -3.22 1.64
H 2.65 -2.77 4.35
H 1.23 -3.76 4.84
H 1.06 -2.48 3.60
H 3.07 -5.63 4.12
H 3.55 -5.57 2.40
H 4.07 -4.28 3.53
H 1.28 -6.05 2.50
H 0.09 -4.88 3.14
H 1.42 -4.88 0.35
H -0.21 -5.55 0.75
H -0.55 -4.58 -1.06
H -1.64 -3.18 -0.80
H 0.05 -2.91 -1.33
H -1.86 -4.14 1.68
H -0.85 -2.97 2.63
H -1.85 -2.39 1.28

Entry 7:
89
Properties=species:S:1:pos:R:3 method="wB97M-V/def2-TZVPD" lumo_ev="-13.52 / -16.08" charge=+4 fmax_ev_per_a=5.904 e_tot_ev=-66754.1693 s_squared=6.0738 multiplicity=5 e_above_lowest_kj_mol=0.0
Pd -0.05 0.15 -0.39
C 0.54 -1.74 -0.86
O 0.61 -2.33 -1.92
C 1.53 0.88 0.37
O 2.59 1.25 0.67
P 0.22 1.21 -2.46
C -0.18 3.01 -2.33
H -0.02 3.41 -3.35
C 1.95 1.24 -3.13
H 2.52 1.57 -2.25
C -0.97 0.71 -3.81
H -1.95 0.93 -3.36
C -1.99 -1.70 2.93
P -0.63 -0.46 2.48
H -1.25 1.17 4.13
H -2.90 -1.19 2.58
C 0.53 -0.60 3.96
H -0.14 -0.46 4.82
C 2.46 -0.14 -3.52
H 3.54 -0.07 -3.73
H 1.99 -0.52 -4.43
H 2.33 -0.89 -2.73
C 2.20 2.23 -4.26
H 1.73 1.91 -5.20
H 3.27 2.27 -4.46
H 1.87 3.25 -4.03
C -0.86 1.55 -5.10
H -0.88 2.63 -4.91
H -1.73 1.32 -5.73
H 0.03 1.30 -5.68
C -0.94 -0.78 -4.12
H -1.70 -1.00 -4.88
H -1.18 -1.39 -3.24
H 0.03 -1.12 -4.50
C -1.66 3.22 -1.96
H -2.34 2.83 -2.72
H -1.85 4.30 -1.86
H -1.90 2.74 -1.01
C 0.77 3.74 -1.38
H 0.65 3.38 -0.35
H 0.52 4.81 -1.40
H 1.82 3.63 -1.67
C -2.11 -1.92 4.44
H -2.25 -0.98 4.99
H -1.23 -2.44 4.84
H -2.98 -2.55 4.64
C -1.93 -3.03 2.18
H -1.05 -3.62 2.45
C -0.70 2.30 2.38
H -1.93 -2.89 1.09
H -2.81 -3.62 2.44
C -2.94 1.21 2.80
H -0.78 2.22 1.28
H -1.17 3.24 2.68
H 0.37 2.36 2.63
C -1.43 1.13 3.05
H -3.27 2.25 2.95
H -3.50 0.58 3.52
H -3.20 0.90 1.78
C 1.57 0.52 4.03
H 2.13 0.62 3.08
H 2.30 0.29 4.82
H 1.12 1.49 4.28
C 1.20 -1.97 4.09
H 2.02 -2.07 3.37
H 0.51 -2.82 3.94
H 1.61 -2.07 5.11
H -2.24 4.34 1.23
H -2.10 4.71 0.59
C -0.31 -5.14 -0.49
N 0.95 -5.23 0.27
C 1.07 -6.44 1.09
C 1.79 -4.18 0.43
S 1.15 -2.51 0.66
N 3.12 -4.29 0.60
C 3.75 -5.40 1.31
C 4.00 -3.15 0.29
H -0.27 -5.87 -1.31
H -0.46 -4.15 -0.91
H -1.15 -5.41 0.16
H 1.92 -7.05 0.78
H 1.16 -6.19 2.16
H 0.16 -7.03 0.95
H 3.71 -6.32 0.71
H 4.80 -5.13 1.46
H 3.29 -5.56 2.30
H 3.68 -2.68 -0.64
H 4.01 -2.41 1.10
H 5.01 -3.56 0.17

Repeat the third record exactly.
39
Properties=species:S:1:pos:R:3 method="wB97M-V/def2-TZVPD" lumo_ev="2.73 / 2.72" charge=-1 fmax_ev_per_a=0.731 e_tot_ev=-143257.1584 s_squared=6.0166 multiplicity=5 e_above_lowest_kj_mol=0.0
Fe -0.03 0.12 0.47
C 2.75 -0.28 -0.87
O 2.14 0.17 0.33
H 3.83 -0.09 -0.84
H 2.33 0.21 -1.74
H 2.58 -1.35 -0.94
H 2.25 1.17 0.39
C -0.42 -0.16 2.57
C -1.02 1.13 2.78
C -0.25 2.25 3.18
C -0.78 3.51 3.25
C -2.13 3.74 2.93
C -2.92 2.64 2.55
C -2.39 1.38 2.49
C -2.67 5.05 3.01
N -3.11 6.11 3.08
H -1.09 -1.01 2.61
H 0.52 -0.31 3.10
H 0.80 2.10 3.40
H -0.16 4.35 3.53
H -3.96 2.81 2.31
H -3.01 0.55 2.17
O -3.26 -2.07 -0.23
S -2.21 -1.69 -1.19
N -0.93 -1.12 -0.73
Br -3.44 6.11 -0.93
C -1.67 5.83 -0.29
C -0.96 6.90 0.21
C 0.33 6.69 0.67
C 0.89 5.42 0.64
C 0.15 4.35 0.14
C -1.14 4.55 -0.32
C 0.73 2.96 0.17
O 1.91 2.81 0.53
O -0.06 2.03 -0.16
H -1.40 7.88 0.25
H 0.90 7.52 1.07
H 1.89 5.23 1.00
H -1.71 3.71 -0.68

Please write out number 4 again, unchanged.
10
Properties=species:S:1:pos:R:3 method="wB97M-V/def2-TZVPD" lumo_ev="-1.85 / -1.88" fmax_ev_per_a=6.571 e_tot_ev=-19110.0220 e_above_lowest_kj_mol=559.7
C -0.06 -0.69 -0.79
C 0.23 -0.27 0.65
O -1.48 1.53 -0.54
O -2.34 -0.48 0.60
O 1.56 1.46 0.26
S -1.26 0.27 0.05
H 0.56 -0.36 -1.57
H -0.11 -1.78 -0.89
H 0.72 -0.63 1.45
H 2.18 0.95 0.78